Entry 1:
Molecular formula: C49H48F3N9O2S5Sc
Method: DFT, wB97M-V/def2-TZVPD

Atoms and positions in Å:
C -0.185 2.508 -4.178
C -4.938 -2.497 -0.860
H 2.177 2.499 -5.645
H -1.363 -2.399 -8.194
H 0.676 3.987 2.520
H -0.038 3.941 -5.764
H -1.945 -2.040 -6.040
H 2.349 -2.138 -6.603
H 0.710 -6.413 0.512
N -0.963 -2.199 -6.185
H 1.561 -3.732 -6.499
H 1.799 5.085 -2.170
C -2.589 1.294 0.734
H 2.007 2.747 -1.357
C 1.721 -3.378 -0.618
N 1.528 0.638 -0.085
H 2.828 -3.300 -5.366
H -5.425 -2.659 -1.813
C 3.761 0.251 1.839
C -3.124 1.684 5.949
H 5.513 -0.822 2.429
C -4.745 -2.970 1.494
H -1.475 -5.517 -0.316
C -2.440 2.616 5.184
H -5.084 -3.502 2.373
C -3.487 3.841 1.254
H -0.453 -3.761 -7.540
C 5.253 0.973 3.582
H 3.017 -0.721 6.069
N 0.310 1.517 2.176
S 1.529 1.525 1.058
N -1.150 -0.741 1.828
C 1.500 -0.326 4.617
S -1.124 -1.566 -3.653
H 0.342 -2.198 -7.843
C 1.981 -2.912 -5.927
N -0.681 2.802 -3.041
N 0.998 0.690 -3.236
H -1.027 2.909 3.580
C 0.651 -5.426 0.073
C -3.671 1.467 1.583
C 1.397 3.253 0.631
C 0.947 4.237 1.503
C -0.652 3.082 -5.481
C 2.783 -2.352 4.687
C 0.827 5.538 1.045
H 3.477 -0.450 1.061
C -0.568 -4.934 -0.387
N 1.034 -2.383 -4.957
H -1.893 -1.167 4.592
H -0.569 2.343 -6.277
H 0.480 6.314 1.715
C -1.953 2.367 0.127
O -1.736 3.711 -3.148
S 3.010 -2.261 -0.845
H -3.160 -1.947 2.530
C -2.933 0.322 5.741
N 0.527 -2.939 -1.069
C 1.877 1.492 -5.354
C 2.114 -2.838 3.575
C 4.467 2.099 3.803
H -1.889 4.505 -0.019
S -0.333 0.223 2.717
C -3.866 -1.624 -0.779
H 6.151 0.822 4.168
H -3.493 -1.113 -1.659
H 1.037 6.861 -0.630
C 1.704 3.544 -0.689
H 0.602 -2.433 2.089
H -1.682 3.416 -5.408
C -2.056 -0.109 4.762
Sc 0.859 -0.692 -1.630
H 1.442 -2.113 -4.077
C 3.116 -5.227 0.413
C -4.127 2.753 1.832
S -1.866 -0.309 0.409
H -4.158 0.615 2.043
C -2.400 3.650 0.410
H -2.597 3.674 5.346
C 2.482 -1.097 5.207
C -0.572 -2.678 -7.502
H 2.716 3.185 3.219
H -4.979 2.905 2.482
H 2.756 0.909 -5.097
H 1.398 1.034 -6.223
N -1.093 -0.361 -0.812
C -0.265 -2.100 -5.037
C -3.246 -1.431 0.450
H -3.842 4.843 1.458
F 2.963 -6.439 0.983
C -1.553 2.198 4.202
F 3.974 -5.379 -0.602
C -1.376 0.840 4.008
C 1.126 -2.077 2.966
C -0.575 -3.681 -0.960
H -2.093 3.736 -2.254
C 1.140 5.844 -0.274
C 0.831 -0.837 3.509
H 2.366 -3.806 3.167
H 4.752 2.822 4.557
H -1.124 2.187 -0.553
H -3.810 2.017 6.717
C 1.796 -4.665 -0.035
F 3.723 -4.453 1.335
C 1.573 4.850 -1.139
O 1.960 -0.261 -3.234
H -3.465 -0.402 6.344
C 4.901 0.052 2.607
C 3.322 2.306 3.052
C 2.987 1.375 2.077
H 3.554 -2.954 5.152
C -5.377 -3.167 0.274
C 0.928 1.524 -4.197
C -3.671 -2.097 1.589
H 1.259 0.656 5.007
H -6.212 -3.853 0.205
H -1.476 -3.235 -1.362

Atomic forces in eV per Å
C 0.0 0.1 0.1
C 0.0 0.0 0.0
H 0.0 0.0 0.0
H 0.0 0.0 0.0
H 0.0 0.0 0.0
H 0.0 0.0 0.0
H 0.0 0.0 0.0
H 0.0 0.0 0.0
H 0.0 0.0 0.0
N 0.0 -0.1 0.1
H 0.0 0.0 0.0
H 0.0 0.0 0.0
C 0.0 0.0 0.0
H 0.0 0.0 0.0
C 0.1 0.0 -0.1
N 0.0 -0.2 0.0
H 0.0 0.0 0.0
H 0.0 0.0 0.0
C 0.0 0.0 0.0
C 0.0 0.0 0.0
H 0.0 0.0 0.0
C 0.0 0.0 0.0
H 0.0 0.0 0.0
C 0.0 0.0 0.0
H 0.0 0.0 0.0
C 0.0 0.0 0.0
H 0.0 0.0 0.0
C 0.0 0.0 0.0
H 0.0 0.0 0.0
N 0.0 0.0 0.0
S 0.0 0.1 -0.1
N 0.0 0.1 0.0
C 0.0 0.0 0.0
S 0.3 0.0 0.0
H 0.0 0.0 0.0
C 0.0 0.1 0.0
N 0.0 0.0 0.0
N 0.0 0.3 -0.4
H 0.0 0.0 0.0
C 0.0 0.0 0.0
C 0.0 0.0 0.0
C 0.0 0.0 -0.1
C 0.0 0.0 0.1
C 0.0 0.0 -0.1
C 0.0 0.0 0.0
C 0.0 0.0 0.0
H 0.0 0.0 0.0
C 0.0 0.0 0.0
N -0.1 -0.1 0.0
H 0.0 0.0 0.0
H 0.0 0.0 0.0
H 0.0 0.0 0.0
C 0.0 0.0 0.0
O 0.1 0.0 0.0
S -0.2 0.0 -0.1
H 0.0 0.0 0.0
C 0.0 0.0 0.0
N -0.1 0.2 0.1
C 0.0 0.0 -0.1
C 0.0 0.0 0.0
C 0.0 0.0 0.0
H 0.0 0.0 0.0
S 0.0 0.0 -0.1
C 0.0 0.0 0.0
H 0.0 0.0 0.0
H 0.0 0.0 0.0
H 0.0 0.0 0.0
C 0.0 0.0 0.0
H 0.0 0.0 0.0
H 0.0 0.0 0.0
C 0.0 0.0 0.0
Sc -0.1 -0.8 0.9
H 0.1 0.1 0.1
C 0.0 0.0 0.0
C 0.0 0.0 0.0
S 0.1 -0.1 0.0
H 0.0 0.0 0.0
C 0.0 0.0 0.0
H 0.0 0.0 0.0
C 0.0 0.0 0.0
C 0.0 0.1 0.0
H 0.0 0.0 0.0
H 0.0 0.0 0.0
H 0.0 0.0 0.0
H 0.0 0.0 0.0
N -0.3 0.1 0.0
C -0.1 0.0 -0.2
C 0.0 0.0 -0.1
H 0.0 0.0 0.0
F 0.0 -0.1 0.0
C 0.0 0.1 0.0
F 0.0 0.0 0.0
C 0.0 -0.1 0.1
C 0.0 0.0 0.0
C 0.1 0.0 0.1
H 0.0 0.0 0.0
C 0.0 0.0 0.0
C 0.0 0.0 0.0
H 0.0 0.0 0.0
H 0.0 0.0 0.0
H 0.0 0.0 0.0
H 0.0 0.0 0.0
C 0.0 0.0 0.0
F 0.0 0.0 0.0
C 0.0 0.0 0.0
O 0.3 0.2 -0.3
H 0.0 0.0 0.0
C 0.0 0.0 0.0
C 0.0 0.0 0.0
C 0.0 0.0 0.0
H 0.0 0.0 0.0
C 0.0 0.0 0.0
C 0.0 0.0 0.0
C 0.0 0.0 0.1
H 0.0 0.0 0.0
H 0.0 0.0 0.0
H 0.0 0.0 0.0

The charge is +1. The LUMO energy is -2.18 eV. For the HOMO energy, the calculation gives -9.3822 eV. The calculation puts the strongest force on any atom at 1.185 eV/A. The calculation puts the orbital gap at 7.2 eV.

Atomic partial charges in e from the Löwdin method, atoms 1 to 5: -0.28, -0.05, 0.09, 0.09, 0.09

***

Entry 2:
Molecular formula: C49H49Cl12N9
Method: DFT, wB97M-V/def2-TZVPD

Atoms and positions in Å:
C -12.116 0.978 -8.023
H -10.685 -5.069 -14.058
C -6.288 2.460 -13.075
C -10.621 -3.710 -17.132
N -11.663 -5.857 -15.723
C -15.729 0.600 -11.073
H -13.086 0.756 -7.595
C -16.421 1.342 -13.120
H -15.304 -1.991 -18.414
N -6.943 -7.235 -10.516
H -7.582 -4.016 -9.909
N -3.730 -0.401 -9.844
C -16.010 -2.657 -16.490
Cl -11.978 1.802 -16.375
C -10.671 -9.214 -11.125
C -9.940 -1.893 -12.323
H -9.963 0.013 -10.409
H -12.469 -2.396 -15.261
C -10.353 -3.837 -15.761
C -10.872 -4.949 -15.118
Cl -6.501 2.632 -14.816
H -7.340 -1.828 -9.927
Cl -10.060 -0.327 -15.834
C -15.041 -2.231 -17.391
C -15.645 -2.962 -15.174
H -12.383 -3.803 -10.172
C -15.539 -4.511 -9.180
H -11.666 -4.568 -18.803
H -9.906 -3.669 -9.584
H -16.825 -9.259 -13.565
H -14.048 -0.826 -11.109
C -7.877 -5.586 -8.425
C -11.851 -5.757 -17.030
C -10.299 -3.161 -10.457
Cl -4.590 2.079 -12.710
C -13.732 -2.145 -16.965
C -11.381 -4.659 -17.762
H -4.010 0.071 -7.898
H -11.831 2.525 -6.666
Cl -12.103 -1.243 -5.094
C -7.587 -5.073 -9.671
H -7.981 -7.424 -7.334
H -16.451 -3.266 -14.514
Cl -15.936 -4.346 -7.451
C -7.752 -6.965 -8.290
C -6.328 -1.459 -9.809
C -4.509 -0.350 -8.766
H -17.022 -2.776 -16.857
H -3.660 -0.946 -11.833
Cl -12.549 -2.841 -7.553
C -11.643 -3.261 -10.746
C -15.366 0.692 -13.749
H -12.962 -1.828 -17.654
C -5.529 -1.540 -10.949
H -12.511 -6.512 -17.439
N -9.591 1.522 -9.030
H -17.150 -7.965 -11.371
C -11.924 -6.922 -11.805
C -15.303 -6.369 -14.261
Cl -11.028 1.298 -13.673
Cl -13.309 -3.883 -4.930
H -6.680 -5.507 -11.582
H -12.147 -0.631 -9.468
C -5.785 -0.876 -8.673
C -16.564 -8.221 -13.419
Cl -14.169 -5.608 -9.443
H -9.820 2.020 -15.578
C -12.124 -2.735 -11.941
C -11.253 -2.038 -12.753
C -16.589 -7.544 -12.198
H -13.791 -7.987 -11.388
C -4.253 -0.987 -10.928
C -14.668 -0.109 -11.632
H -14.625 -5.936 -14.985
H -8.180 -4.932 -7.620
C -7.357 -7.750 -9.348
H -10.275 -2.861 -17.709
C -10.370 0.586 -9.583
N -9.448 -2.484 -11.230
C -7.084 -5.922 -10.668
N -14.383 -2.898 -14.773
C -10.074 2.190 -7.988
H -13.640 -0.550 -13.485
H -6.352 -0.724 -7.765
H -13.168 -2.923 -12.166
H -16.018 -8.077 -15.445
H -9.269 -1.159 -12.758
C -11.348 1.995 -7.476
H -9.727 -3.173 -15.180
H -12.648 -10.067 -10.823
C -12.711 -8.031 -11.441
C -11.609 0.220 -9.076
H -10.162 -10.169 -11.063
H -17.127 1.892 -13.730
H -6.597 3.386 -12.609
C -13.484 -2.434 -15.635
H -12.441 -5.992 -12.031
H -15.282 0.723 -14.831
H -14.680 -4.980 -12.843
Cl -15.141 -2.946 -9.853
H -5.961 -1.980 -11.838
H -16.376 -4.888 -9.754
C -12.067 -9.194 -11.093
C -15.335 -5.835 -12.983
C -14.452 -0.020 -13.006
N -10.614 -6.953 -11.909
H -11.586 -1.535 -13.650
C -10.612 1.313 -15.369
N -16.607 1.285 -11.809
H -7.330 -8.826 -9.233
C -13.125 -2.432 -5.901
H -15.842 0.647 -9.998
H -8.918 -8.098 -11.707
C -15.957 -7.574 -14.487
N -16.031 -6.357 -11.962
H -14.092 -1.970 -6.048
H -9.447 2.985 -7.601
Cl -7.293 1.191 -12.384
C -9.990 -8.102 -11.575

Atomic forces in eV per Å
C 0.1 -0.4 -0.2
H -0.1 -0.2 0.1
C 0.3 -0.4 0.2
C 0.3 0.6 0.5
N 0.7 -0.1 0.5
C 0.4 -0.2 -0.4
H 0.0 0.0 -0.1
C 0.4 -0.6 -0.1
H 0.0 -0.1 0.0
N -0.5 -0.2 0.1
H -0.3 0.0 0.2
N -0.4 -0.2 -0.5
C 0.1 0.1 -0.2
Cl -0.1 0.0 0.0
C -0.3 -0.7 -0.9
C 0.1 0.3 0.6
H 0.2 0.2 -0.1
H 0.0 0.1 0.0
C 0.1 -0.7 -0.6
C -0.5 0.1 -0.2
Cl -0.2 0.0 -0.1
H -0.1 0.1 0.5
Cl 0.0 0.4 -0.1
C -0.3 -0.3 0.0
C -0.5 0.1 -1.4
H 0.5 -0.1 0.4
C 0.4 -0.2 0.1
H 0.2 0.0 0.0
H 0.2 0.1 0.0
H -0.7 0.1 0.3
H 0.1 0.5 0.5
C 0.1 -0.2 -0.7
C -0.3 0.9 0.5
C 0.0 -0.2 -0.1
Cl -0.3 0.4 0.0
C -0.3 0.4 0.0
C -0.5 -1.0 -0.3
H -0.3 0.2 0.1
H 0.6 0.4 0.1
Cl 0.1 -0.1 -0.2
C 0.8 0.2 -0.7
H 0.0 -0.1 -0.1
H 0.4 -0.2 0.4
Cl 0.0 -0.2 -0.5
C -0.5 0.1 0.9
C 0.5 0.0 -0.5
C 0.8 -0.3 0.4
H -0.1 0.1 0.3
H 0.1 -0.2 0.0
Cl 0.1 0.2 0.7
C -0.7 -0.2 -0.7
C 0.0 0.3 -0.6
H 0.2 0.0 0.2
C -0.1 0.2 0.3
H 0.1 0.0 -0.4
N -0.1 -0.1 -0.3
H 0.1 -0.1 0.1
C -1.1 -0.5 0.1
C 0.2 -0.6 0.1
Cl 0.0 0.3 0.2
Cl 0.0 0.0 0.0
H -0.2 0.1 -0.2
H 0.0 0.1 -0.2
C -0.5 0.3 -0.3
C 0.9 0.6 -0.1
Cl -0.3 0.0 0.3
H 0.2 -0.1 0.2
C 0.1 -0.4 0.4
C 0.0 0.4 0.0
C -0.7 -0.3 0.1
H 0.0 0.3 -0.2
C -0.3 0.2 0.2
C 0.1 -0.2 -0.6
H -0.3 0.2 -0.2
H 0.0 -0.1 0.1
C 0.4 0.4 -0.3
H 0.1 0.1 0.1
C 0.1 -0.5 0.5
N -0.1 0.1 0.2
C 0.2 -0.1 0.7
N -0.3 0.4 0.6
C -0.2 0.6 -0.1
H 0.0 0.0 0.1
H 0.0 -0.2 0.0
H 0.0 0.3 -0.4
H 0.4 0.2 -0.1
H 0.0 -0.3 -0.6
C -0.6 -0.7 -0.1
H 0.0 0.2 -0.2
H 0.1 -0.1 0.0
C 0.3 0.4 0.3
C -0.1 0.5 0.3
H 0.2 0.1 0.5
H -0.2 0.1 0.2
H 0.3 0.1 0.0
C 0.7 -0.7 0.0
H 0.2 0.1 -0.1
H 0.1 0.1 0.0
H -0.4 0.3 0.5
Cl -0.2 0.5 -0.3
H 0.2 0.0 -0.1
H -0.1 -0.2 0.2
C 0.3 0.1 0.0
C 0.3 -0.1 -0.3
C -0.5 -0.2 0.4
N 0.6 -0.1 0.3
H 0.1 -0.1 0.0
C -0.1 -0.4 -0.3
N 0.0 0.5 0.4
H 0.1 -0.1 -0.1
C 0.0 0.0 -0.5
H -0.3 -0.2 0.1
H 0.1 -0.1 0.0
C -0.2 -0.2 0.2
N 0.3 0.0 -0.6
H -0.1 -0.1 0.1
H 0.1 -0.1 0.1
Cl -0.3 0.0 -0.1
C -0.4 0.6 -0.2

The charge is 0. The LUMO energy is 0.32 eV. For the HOMO energy, the calculation gives -9.2264 eV. The calculation puts the strongest force on any atom at 1.488 eV/A. The calculation puts the orbital gap at 9.6 eV.

Atomic partial charges in e from the Löwdin method, atoms 1 to 5: -0.10, 0.09, -1.53, -0.11, 0.07